A molecular structure, C10H16N10Pt, computed with wB97M-V/def2-TZVPD.

```
37
Properties=species:S:1:pos:R:3:forces:R:3
Pt -0.13906 -0.34151 -0.76583 0.036 -0.161 0.297
N -1.13390 -3.85235 -2.97301 0.242 -0.289 -0.197
C -1.59847 -2.89115 -2.18882 0.080 0.124 -0.007
N -0.58308 -2.09093 -1.89495 -0.051 0.894 -0.698
C 0.48303 -2.64322 -2.54974 0.454 0.231 0.108
N 0.19526 -3.71619 -3.22069 -0.646 -0.157 0.154
C 1.79277 -1.99655 -2.42903 -0.467 0.021 0.009
C 2.95127 -2.43174 -3.03790 0.504 0.086 -0.224
N 4.09971 -1.76779 -2.89566 -0.341 0.108 0.217
C 4.07405 -0.66354 -2.14795 0.193 -0.257 -0.337
C 2.91928 -0.21609 -1.52646 -0.237 -0.013 0.046
N 1.78184 -0.89549 -1.66896 0.153 -0.395 1.051
H -1.64000 -4.62762 -3.37518 -0.010 -0.068 -0.010
H -2.62168 -2.79975 -1.85726 0.073 0.019 -0.067
H 2.94586 -3.32557 -3.65258 0.047 0.051 0.037
H 5.00200 -0.11712 -2.03153 -0.007 -0.033 -0.024
H 2.90028 0.67741 -0.91732 0.011 -0.057 0.032
C 0.27495 0.43412 3.94533 -0.148 0.064 0.028
N -0.60627 1.33469 3.19323 0.035 0.019 0.114
C -1.60363 2.06886 3.99528 0.160 -0.112 -0.086
C -0.65827 1.21394 1.85998 -0.062 0.069 -0.064
N -0.04690 0.26881 1.19888 0.533 0.421 -0.418
N -1.39014 2.17622 1.19128 -0.009 -0.178 -0.162
C -1.66726 2.27122 -0.15286 0.045 0.048 0.085
N -2.36201 3.36444 -0.49987 0.037 -0.020 -0.086
N -1.27048 1.38257 -1.00940 -0.652 -0.467 0.095
H 0.50311 0.90131 4.89784 -0.015 -0.006 0.042
H 1.21811 0.29316 3.42060 0.011 0.048 0.017
H -0.19870 -0.53252 4.13422 0.011 0.007 -0.021
H -1.13411 2.35144 4.93177 0.021 -0.004 0.033
H -2.47384 1.44808 4.20771 -0.002 -0.047 -0.024
H -1.94030 2.99340 3.53272 0.064 0.005 -0.011
H 0.39426 -0.41123 1.79378 0.141 -0.081 0.061
H -1.69021 2.95061 1.75145 -0.063 0.119 0.079
H -2.64851 4.06204 0.16412 0.015 0.029 0.021
H -2.59299 3.53602 -1.46355 -0.025 0.004 -0.006
H -1.53600 1.59200 -1.95966 -0.134 -0.024 -0.084
```
Forces are in eV/Å.

The calculation puts the energy above the lowest of the compared OMol25 structures with the same formula, charge and spin at 0.895 eV. The value obtained for the HOMO-LUMO gap (spin up / spin down) is 7.35 / 7.57 eV. The calculated total energy is -1057.01762 hartree. As for the LUMO energy (spin up / spin down): -7.47 / -7.30 eV. As for the spin multiplicity: 1. The net charge is +2.

A single C10H16N2O3 molecule, computed with wB97M-V/def2-TZVPD.

```
31
Properties=species:S:1:pos:R:3:forces:R:3
C 0.36802 -0.27911 1.61335 2.556 1.751 0.418
C 1.48231 -0.90602 -0.49323 0.077 2.277 -3.015
C 1.46837 0.21373 0.55390 1.880 -0.006 0.106
C -0.58690 0.53654 0.79344 0.906 -1.482 -1.662
C 0.08619 -1.34523 -0.94830 1.201 0.481 1.091
C 0.53267 1.41918 0.23883 0.352 0.882 -2.179
C -1.06389 -0.52695 -0.29495 0.309 0.247 1.506
C 0.34203 1.86070 -1.26456 -0.677 5.108 2.723
C 0.76560 2.73146 1.02199 2.302 -3.576 3.307
C -2.16877 -1.42376 0.36117 2.272 2.724 -1.537
N -1.74598 0.27450 -1.27589 -1.563 -0.375 -2.326
N -0.06271 -2.79977 -0.53730 -0.024 3.178 -1.266
O -1.66677 -0.09133 -2.43217 -0.221 0.448 1.222
O -0.76953 -3.44997 -1.21726 -1.536 -2.299 -1.846
O 0.43552 -3.10998 0.48156 1.193 -1.689 2.566
H 0.22142 -1.31975 1.76968 -0.131 -0.741 -0.127
H 0.67436 0.15373 2.55212 -0.367 0.306 0.536
H 2.07455 -0.82857 -1.49225 -0.631 0.896 1.734
H 1.97757 -1.67214 -0.04563 1.137 -2.360 1.409
H 2.59085 0.46929 0.85928 -2.406 -0.589 -0.302
H -1.29034 1.14851 1.25376 -2.180 0.292 0.707
H 0.08505 -1.26414 -2.03439 -0.767 -0.449 0.253
H -0.72853 2.15146 -1.53368 1.496 -0.444 0.575
H 0.67942 1.12926 -1.84208 1.294 -2.903 -3.052
H 0.95048 2.85832 -1.46129 -0.925 -2.183 0.289
H 0.25237 3.51894 0.60168 -0.666 1.907 -0.925
H 1.88288 2.89481 1.34885 -2.018 0.061 -1.292
H 0.30769 2.48829 1.99624 0.015 0.700 0.085
H -2.17791 -2.25589 -0.20172 -1.240 -2.693 -2.135
H -3.00430 -0.83084 0.33950 -2.467 0.888 0.148
H -1.91175 -1.74524 1.28938 0.828 -0.358 2.986
```
Forces are in eV/Å.

The calculation puts the energy above the lowest of the compared OMol25 structures with the same formula, charge and spin at 8.577 eV. The value obtained for the HOMO-LUMO gap (spin up / spin down) is 9.20 / 9.20 eV. The calculated total energy is -725.58559 hartree. As for the LUMO energy (spin up / spin down): -0.22 / -0.22 eV. As for the spin multiplicity: 1. The structure (SMILES) is CC1(C)[C@@H]2C[C@@H]([N+](=O)[O-])[C@](C)(N=O)[C@H]1C2.

2 unconnected molecules or ions with the total composition C10H16N3S, computed with wB97M-V/def2-TZVPD.

```
30
Properties=species:S:1:pos:R:3:forces:R:3
C 1.94184 -3.36599 1.78110 1.183 -1.465 0.142
C 2.67657 -2.91463 0.67767 1.201 -3.168 0.549
C 0.82439 -2.70144 2.14490 -2.774 0.361 1.101
C 2.12265 -1.92873 -0.04872 -0.277 2.429 -2.972
C 0.16566 -1.79479 1.33866 0.509 2.971 -0.359
C 0.87108 -1.38721 0.15886 -1.452 -0.550 1.668
C -0.92379 1.96211 0.37280 -0.392 0.237 -1.691
C 0.32714 0.55432 -2.74174 0.976 0.286 -2.423
C -0.03320 3.04449 -0.12389 -1.461 3.344 1.357
C -2.98909 0.90726 0.87400 0.969 0.343 1.201
N 0.77786 -0.27178 -1.85302 1.182 -0.842 -0.016
N 0.23219 -0.48344 -0.69296 -1.062 0.338 1.024
N -2.16860 2.14707 0.72381 0.860 -0.874 -0.852
S -1.16125 1.47808 -2.57303 0.446 0.411 -1.813
H 2.06845 -4.28212 2.39804 1.008 0.790 -0.768
H 3.56665 -3.51037 0.29450 -1.053 1.192 0.747
H 0.32537 -3.00781 3.07097 0.177 0.140 -0.289
H 2.57563 -1.44447 -0.94854 0.837 -1.115 0.959
H -0.65073 -1.06875 1.72468 1.003 -1.880 -0.732
H -0.51734 0.89119 0.03935 -0.737 1.067 1.360
H 0.87830 0.61518 -3.72708 -0.719 -0.167 1.485
H -0.61678 3.92800 -0.64305 1.087 -2.061 0.478
H 0.80547 2.66772 -0.65502 0.373 -0.285 -0.767
H 0.40590 3.65279 0.70063 -0.159 -0.709 0.047
H -3.31460 0.86655 1.91649 0.109 -0.334 -0.132
H -3.85522 0.91453 0.26636 -0.756 0.295 -0.826
H -2.33675 0.06449 0.58732 -0.485 0.360 0.334
H 1.64643 -0.87057 -1.98260 -1.203 1.180 -0.868
H -2.63007 3.08261 0.70692 0.674 -0.988 0.209
H -1.01416 2.25571 -3.78743 -0.064 -1.306 1.844
```
Forces are in eV/Å.

The calculation puts the energy above the lowest of the compared OMol25 structures with the same formula, charge and spin at 2.569 eV. The value obtained for the HOMO-LUMO gap is 6.52 eV. The calculated total energy is -952.71253 hartree. As for the LUMO energy: -3.88 eV. As for the spin multiplicity: 1. The net charge is +1.

A single C10H16N4O2 molecule, computed with wB97M-V/def2-TZVPD.

```
32
Properties=species:S:1:pos:R:3:forces:R:3
O -1.92268 1.31156 0.16661 1.578 -0.540 0.198
O 1.50991 -0.66129 2.29316 -0.269 0.865 -1.316
N 0.03717 2.64249 -1.56914 -0.675 0.649 -0.802
C -0.77794 0.86977 0.05118 -3.207 1.404 -1.029
C 1.09632 -0.25031 1.21338 -0.618 -1.306 0.128
C 1.15318 2.80240 -2.20564 -1.313 -2.013 2.377
N 0.12426 1.48243 -0.82458 0.931 -1.433 1.004
N 1.90069 0.34690 0.23956 1.848 0.422 3.346
N 2.07375 1.80002 -1.78755 1.349 0.835 -0.995
C 3.16763 0.91280 0.76536 1.453 -4.499 -1.617
C 3.31858 1.56540 -2.54621 -1.052 1.926 -0.689
C 1.39904 0.78234 -1.00744 -1.197 2.684 -0.475
C -2.43911 -0.62157 4.13471 -0.701 0.347 -0.747
C -0.37386 -0.45744 0.73783 0.231 0.686 0.289
C -1.55263 -0.20689 2.99655 -0.439 2.913 -0.031
C -1.44436 -1.04682 1.76649 2.136 1.960 -0.181
H 1.24991 3.61862 -2.93584 0.557 -0.642 0.574
H 3.64191 0.22000 1.52617 -1.018 0.802 -0.793
H 3.86206 0.88416 -0.08076 0.081 0.132 0.167
H 3.16761 1.86367 1.10666 -0.701 3.082 1.245
H 3.16028 1.86442 -3.61465 -0.075 -0.625 0.656
H 4.05836 2.31926 -2.21670 0.188 -1.011 0.201
H 3.59136 0.52773 -2.50242 0.502 -0.263 0.164
H 1.26652 -0.05780 -1.59382 -0.366 -2.207 -1.506
H -2.55052 0.25464 4.72132 0.141 0.735 1.070
H -3.46027 -0.83512 3.88450 -0.546 -0.609 -0.486
H -2.00887 -1.39092 4.71356 0.310 -1.057 0.734
H -0.34171 -1.22358 -0.02764 0.294 -0.080 -0.647
H -0.57898 -0.11425 3.49549 0.039 0.382 -0.671
H -1.95366 0.84123 2.66194 1.088 -1.667 0.553
H -2.38866 -1.13763 1.30448 -0.936 -0.218 -0.813
H -1.05160 -1.97254 2.06711 0.389 -1.656 0.092
```
Forces are in eV/Å.

The calculation puts the energy above the lowest of the compared OMol25 structures with the same formula, charge and spin at 3.046 eV. The value obtained for the HOMO-LUMO gap is 8.93 eV. The calculated total energy is -760.08117 hartree. As for the LUMO energy: 0.48 eV. As for the spin multiplicity: 1. The structure (SMILES) is CCC[C@@H]1C(=O)N(C)[C@@H]2N(C)C=NN2C1=O.

A single C10H16N4O4 molecule, computed with wB97M-V/def2-TZVPD.

```
34
Properties=species:S:1:pos:R:3:forces:R:3
C -0.35406 -1.11763 0.10096 -1.542 2.199 1.154
C 0.74989 -0.91636 1.07028 1.809 0.092 0.694
C -1.41476 -2.15532 0.53072 1.060 1.091 2.296
C -2.68227 -1.91552 -0.20373 -2.021 -1.350 2.120
C -4.00820 -1.92188 0.39276 2.837 0.791 -1.588
C -4.04720 -1.89044 -1.74371 -1.919 0.437 -4.496
C 1.63035 1.34419 0.05051 -2.548 0.563 -1.546
C 2.68220 0.92315 -0.98841 1.774 2.594 -1.122
C 1.87402 2.78824 0.59534 2.178 0.251 -0.703
C 2.98113 2.82070 1.62613 1.506 -1.314 1.118
H 0.52249 -2.22425 -1.31680 -0.261 0.467 -0.310
H -0.76106 -1.19467 -1.74937 1.312 -0.676 -0.310
H -0.85016 -0.11820 0.09505 -0.080 -0.457 -0.022
H -0.83770 -3.11030 0.61523 -1.202 0.156 -0.771
H -1.71432 -1.96154 1.59997 0.676 -0.088 -0.768
H -4.36419 -1.88858 1.39425 0.046 -0.005 0.491
H -4.60772 -2.07450 -2.69011 1.144 0.623 0.369
H -5.78307 -1.80447 -0.66603 -4.092 -0.135 -0.173
H 2.20903 0.33971 1.79077 -0.776 -0.412 -0.984
H 0.62421 1.60707 -0.50459 1.610 -1.390 0.768
H 0.92049 3.19647 0.97876 0.418 -0.101 -0.227
H 2.51728 4.37968 -0.65619 -0.437 -0.491 0.925
H 2.82533 1.91138 2.28438 0.221 1.465 -0.005
H 3.09256 3.73476 2.23186 -0.622 -0.352 -0.117
H 4.02656 2.64800 1.21669 -1.559 0.151 -0.141
H 1.30161 -0.02495 -1.87283 0.202 -0.692 0.029
N 0.13703 -1.27604 -1.21895 -1.025 -0.363 -1.585
N -2.75033 -1.85717 -1.56111 -1.475 -0.780 0.667
N -4.84983 -1.78970 -0.69664 5.338 -0.808 1.932
N 1.50270 0.29644 1.02969 -0.516 -1.291 1.781
O 1.02131 -1.80904 1.86081 0.148 0.975 -0.051
O 3.79147 1.45427 -0.94939 -1.505 -2.558 -0.149
O 2.36462 3.42168 -0.61002 -1.227 0.633 -0.328
O 2.25057 0.18479 -2.03625 0.530 0.774 1.052
```
Forces are in eV/Å.

The calculation puts the energy above the lowest of the compared OMol25 structures with the same formula, charge and spin at 3.079 eV. The value obtained for the HOMO-LUMO gap is 9.35 eV. The calculated total energy is -910.59573 hartree. As for the LUMO energy: 0.46 eV. As for the spin multiplicity: 1. The structure (SMILES) is C[C@@H](O)[C@H](NC(=O)[C@@H](N)Cc1c[nH]cn1)C(=O)O.

A molecular structure, C10H16N5O13P3, computed with wB97M-V/def2-TZVPD.

```
47
Properties=species:S:1:pos:R:3:forces:R:3
N 5.46195 0.32181 -1.37814 -0.025 0.083 -0.161
C 4.46322 0.29207 -0.47778 -0.244 0.125 0.243
N 4.58479 -0.50012 0.58982 0.514 -0.062 -0.431
C 3.62854 -0.50838 1.50341 -0.195 0.026 0.249
N 2.50755 0.18868 1.52254 -0.542 0.122 0.195
C 2.37149 0.95988 0.44843 1.126 -0.277 -0.312
C 3.30551 1.08299 -0.59024 -0.671 -0.199 0.748
N 2.83692 1.97583 -1.52575 0.275 0.150 -0.516
C 1.68587 2.36050 -1.07740 0.030 0.135 -0.105
N 1.33987 1.80682 0.13176 0.215 -0.126 0.114
C 0.07697 1.75704 0.80838 -0.172 0.062 0.393
O -0.87005 1.07407 0.00631 0.230 0.573 -0.062
C -1.89218 1.93135 -0.48145 -0.418 0.378 -0.235
H -2.83935 1.65673 0.00583 0.129 0.139 -0.001
C -1.50334 3.36896 -0.06626 0.230 -0.556 0.136
O -2.59287 4.15810 0.27155 -0.381 0.311 0.134
H -2.75930 4.01291 1.22089 0.071 -0.016 -0.222
C -0.58608 3.09216 1.15721 0.327 0.102 -0.556
O -1.37950 2.97126 2.30344 -0.295 -0.193 0.279
H -1.72402 2.05827 2.35939 0.022 0.029 0.047
H 0.13060 3.89780 1.33658 -0.028 -0.147 -0.072
H -0.96468 3.87493 -0.87313 0.077 -0.040 0.040
C -2.02744 1.67541 -1.97954 0.264 0.686 0.441
H -1.04879 1.79277 -2.45656 -0.085 0.066 -0.034
H -2.75662 2.35589 -2.42525 0.120 -0.051 0.067
O -2.50931 0.36602 -2.22077 0.044 -0.756 0.071
P -1.74957 -0.88443 -1.60800 -0.686 0.474 -1.008
O -0.28688 -0.82518 -1.70750 -0.050 0.207 -0.227
O -2.47808 -2.01377 -2.39734 -0.254 0.159 -0.200
H -2.13313 -2.85827 -2.08336 0.158 -0.453 0.137
O -2.42003 -0.98583 -0.13646 0.251 0.230 -0.144
P -1.71588 -0.94531 1.28327 -0.669 -0.398 0.453
O -2.08013 0.17485 2.14624 -0.006 0.135 0.206
O -2.16689 -2.33701 1.91518 0.111 0.070 -0.069
H -2.95852 -2.23194 2.44487 -0.265 -0.033 0.280
O -0.19246 -1.24167 1.02438 -0.021 -0.310 -0.145
P 0.21977 -2.58468 0.19849 0.640 -0.699 0.224
O -0.89291 -3.16494 -0.56569 0.005 -0.270 0.184
O 1.54765 -2.21729 -0.51602 0.246 -0.260 0.399
H 1.32903 -1.60449 -1.23114 -0.098 0.382 -0.438
O 0.74751 -3.53605 1.33284 0.454 0.159 -0.036
H 0.04563 -4.09092 1.67323 -0.295 -0.268 0.169
H 0.25701 1.15667 1.71087 -0.008 0.266 -0.175
H 1.05767 3.06709 -1.58260 -0.222 0.151 -0.086
H 3.79218 -1.16469 2.34664 0.017 -0.088 0.088
H 5.33205 0.83377 -2.23165 0.085 -0.029 -0.032
H 6.21408 -0.33652 -1.28147 -0.013 0.011 -0.030
```
Forces are in eV/Å.

The value obtained for the HOMO-LUMO gap is 8.91 eV. The calculated total energy is -2667.10359 hartree. As for the LUMO energy: 0.31 eV. As for the spin multiplicity: 1.

Summary of max |F| in Eh/bohr
0.022; 0.113; 0.076; 0.097; 0.111; 0.025
(order as listed above)